Formula: C4H8N2
Source: the Open Molecules 2025 dataset
Level of theory: the ωB97M-V functional and the def2-TZVPD basis

Geometry (Å):
C -2.57301 -0.62186 -0.61789
C 1.39820 -0.99962 -0.08693
C 1.03947 1.42019 0.40665
C 1.50604 0.21180 0.73482
N -1.96033 -0.61687 0.46545
N -2.48886 0.70016 -0.26175
H -2.74487 -1.40874 -1.28079
H 2.29704 -1.63368 -0.15189
H 0.99418 -0.56210 -0.98945
H 0.47987 -1.65779 0.40827
H 0.57151 1.64620 -0.50138
H 1.13620 2.34544 0.91149
H 2.13451 0.06630 1.70414
H -1.78996 1.11056 -0.74075

For the relative energy (zero: lowest compared OMol25 entry of this formula, charge and spin), the calculation gives 119.00 kcal/mol. Its multiplicity is 1. The LUMO energy comes out at 0.0357 Eh. As for the orbital gap: 10.37 eV. As for the SMILES: C1=NN1.C=CC.


Formula: H34O17
Source: the Open Molecules 2025 dataset
Level of theory: the ωB97M-V functional and the def2-TZVPD basis

Geometry (Å):
O 0.00102 -0.31553 0.24916
H 0.44502 0.02647 -0.52284
H -0.92898 -0.35053 0.01916
O -1.07398 2.15047 1.58116
H -0.75498 2.88047 2.15816
H -0.52198 1.42247 1.89616
O 3.94702 -0.39853 -0.54884
H 3.27902 -0.68953 0.09216
H 3.79802 0.55647 -0.55884
O 0.67802 0.85247 -2.17884
H 1.11902 0.02347 -2.40384
H -0.05298 0.97747 -2.71984
O -1.13198 -0.77153 3.19116
H -1.11098 -1.47053 3.85016
H -1.93098 -1.04453 2.72416
O 2.22102 -1.21353 1.54116
H 1.32902 -1.13153 1.25616
H 2.05202 -1.31353 2.47616
O 0.54602 -3.42653 -0.75084
H 0.06002 -3.02853 0.00816
H 1.39302 -3.76453 -0.36084
O 1.97002 -1.38853 -2.10684
H 1.64402 -1.96853 -1.37084
H 2.92902 -1.25053 -1.98884
O -3.59598 0.94947 0.90016
H -3.95498 1.77547 0.60716
H -2.70898 1.16847 1.16816
O -1.11198 -1.92653 -2.72684
H -1.59498 -1.31753 -2.23184
H -0.26798 -2.18753 -2.33784
O -2.34798 -0.03653 -1.29184
H -2.33098 0.92347 -1.19784
H -3.28998 -0.22753 -1.30684
O -0.25198 -2.98353 1.83816
H -1.09198 -3.48153 1.92616
H -0.60498 -2.15753 2.23816
O 2.61102 1.74547 0.92816
H 1.97502 1.40847 1.57116
H 3.02502 2.52447 1.31916
O -3.05398 -1.69553 1.55316
H -2.79798 -2.04353 0.66916
H -3.33798 -0.83453 1.20916
O -1.77698 2.45547 -0.97284
H -1.71098 2.35947 -0.02584
H -2.61098 2.90047 -1.09584
O 3.12402 2.10047 -2.06184
H 2.88002 2.71247 -2.76984
H 2.31402 1.63747 -2.13884
O 0.88902 3.38547 -0.37684
H 0.21902 2.80447 -0.81184
H 1.50002 2.67747 -0.11284

For the relative energy (zero: lowest compared OMol25 entry of this formula, charge and spin), the calculation gives 29.92 kcal/mol. Its multiplicity is 1. The LUMO energy comes out at -0.0175 Eh. As for the orbital gap: 9.58 eV.


Formula: C2H11N2O2
Source: the Open Molecules 2025 dataset
Level of theory: the ωB97M-V functional and the def2-TZVPD basis

Geometry (Å):
C 1.68100 -0.28576 1.80710
N 0.86401 -0.60360 0.65872
C 1.40711 -0.75676 -0.59358
N 0.68040 -0.84135 -1.64969
H 1.07043 0.18829 2.57483
H 2.00627 -1.31684 2.09323
H 2.55488 0.31765 1.56303
H -0.05455 -1.08036 0.79639
H 2.48665 -0.88342 -0.69093
H -0.33956 -0.80392 -1.51317
H 1.09205 -1.04978 -2.56187
H -2.38206 2.06015 -2.16333
H -2.41830 3.10170 -1.05176
O -2.30380 2.15434 -1.20673
H -2.51950 -0.44796 1.21854
H -2.05262 0.50882 0.09816
O -1.77241 -0.26120 0.62107

For the relative energy (zero: lowest compared OMol25 entry of this formula, charge and spin), the calculation gives 40.72 kcal/mol. Its multiplicity is 2. The LUMO energy (alpha / beta) comes out at -0.3697 / -0.5180 Eh. As for the orbital gap (alpha / beta): 8.31 / 4.27 eV. The net charge is +2.


Formula: C23H31Zr
Source: the Open Molecules 2025 dataset
Level of theory: the ωB97M-V functional and the def2-TZVPD basis

Geometry (Å):
C -3.73450 -0.60744 2.16737
Zr -0.50961 0.34151 0.78795
C -0.55203 -0.98037 -0.96012
C 0.43040 0.33461 3.07573
C -0.20211 -0.94843 2.93354
C 0.49733 -1.66955 1.90667
C 1.50862 -0.80810 1.35403
C 1.47692 0.42882 2.08350
C -1.53995 2.66569 1.11386
C -1.95843 2.22702 -0.18787
C -0.78646 2.02834 -0.98739
C 0.37660 2.28770 -0.17049
C -0.10815 2.73492 1.11622
H -3.31134 0.09732 2.89299
H -3.66884 -0.10563 1.18170
H -3.06378 -1.47002 2.15511
H 0.38647 -0.86813 -1.52153
H -0.64737 -2.04327 -0.69553
H -1.37183 -0.73537 -1.64931
H 0.20185 1.06921 3.84602
H -0.94613 -1.36635 3.61358
H 0.31137 -2.70562 1.62760
H 2.22933 -1.07043 0.57792
H 2.20013 1.23644 1.99014
H -2.20134 3.02926 1.90769
H -2.99186 2.21084 -0.54363
H -0.77386 1.75075 -2.03986
H 1.41065 2.26998 -0.50002
H 0.49951 3.12748 1.92959
C -5.99120 0.28603 2.25784
C -5.12840 -0.96802 2.51368
C -5.24847 -1.62915 3.90048
C -5.32810 -3.02982 3.94833
C -5.59790 -3.88097 2.73126
C -5.26942 -3.68946 5.18518
C -5.14098 -2.96492 6.37335
C -4.97755 -3.69038 7.67531
C -5.18631 -1.57546 6.31301
C -5.22432 -0.89302 5.09106
C -5.36415 0.60047 5.15907
H -6.28077 0.29637 1.18714
H -6.88187 0.26445 2.89985
H -5.41596 1.21755 2.41223
H -5.50726 -1.69637 1.78880
H -5.55258 -4.93579 3.01280
H -6.61381 -3.68943 2.34478
H -4.88473 -3.71821 1.90984
H -5.31886 -4.77853 5.20168
H -4.87811 -2.98224 8.50517
H -5.81893 -4.36781 7.88383
H -4.06956 -4.30992 7.66041
H -5.19204 -0.99135 7.22291
H -5.24053 0.91548 6.19552
H -4.63542 1.16241 4.55645
H -6.37334 0.91424 4.85770

Its multiplicity is 1. The LUMO energy comes out at 0.0971 Eh. As for the orbital gap: 3.03 eV. The net charge is -1.


Formula: C4H9IN
Source: the Open Molecules 2025 dataset
Level of theory: the ωB97M-V functional and the def2-TZVPD basis

Geometry (Å):
C -0.69667 0.49386 0.89043
C 0.11476 1.22126 -0.10021
C 1.57327 0.97215 -0.44494
C -0.56513 -1.77381 -0.02853
N -1.40847 -0.65848 0.25977
I -0.82356 2.77928 -1.18412
H -0.02794 -0.07630 1.63740
H -1.47545 1.26619 1.18144
H 2.24310 1.35839 0.39634
H 1.93560 1.36319 -1.43521
H 1.80807 -0.14867 -0.48624
H -0.75102 -2.55481 -0.66405
H 0.47350 -1.52760 -0.46032
H -0.27833 -2.23952 0.93329
H -2.12174 -0.47514 -0.49506

For the relative energy (zero: lowest compared OMol25 entry of this formula, charge and spin), the calculation gives 76.71 kcal/mol. Its multiplicity is 1. The LUMO energy (alpha / beta) comes out at -0.2464 / -0.2464 Eh. As for the orbital gap (alpha / beta): 6.95 / 6.95 eV. The net charge is +1.


Formula: CBrClNO5S
Source: the Open Molecules 2025 dataset
Level of theory: the ωB97M-V functional and the def2-TZVPD basis

Geometry (Å):
C 1.12220 0.43750 0.36889
N 0.22913 0.61015 -0.75385
O -0.49457 1.55853 -0.58134
O -1.00771 -0.64914 1.62104
O 0.41943 0.01840 -1.77970
O -0.37568 -2.19627 -0.12591
O 1.06934 1.09130 1.37505
S -0.88037 -0.89008 0.23911
Cl -3.02207 -0.81840 -0.42267
Br 2.31214 -0.89609 -0.10449

For the relative energy (zero: lowest compared OMol25 entry of this formula, charge and spin), the calculation gives 37.89 kcal/mol. Its multiplicity is 1. The LUMO energy comes out at 0.0771 Eh. As for the orbital gap: 7.28 eV. The net charge is -1.


Record-wise energy values, in a.u.: -266.532361; -1299.482274; -342.036870; -941.994277; -509.881259; -3901.366324
Record-wise strongest force on any atom values, in eV Å⁻¹: 4.32; 3.24; 1.39; 2.01; 4.88; 4.29